1.
DFT (ωB97M-V/def2-TZVPD) results for a single C15H18N2O2 molecule.

Values from the calculation:
* energy above the lowest of the compared OMol25 structures with the same formula, charge and spin: 0.0 kJ/mol
* SMILES: CCC(=O)Nc1cc2c3c(c1)CCC(=O)N3CCC2
* multiplicity: 1
* LUMO: 0.0221 hartree
* molar mass: 258.32 Da
* orbital gap: 8.37 eV
* E_tot: -22924.312 eV

Each line ends with the Löwdin charge.
Positions of all 37 atoms, in Å:
C: 2.2218 -5.2130 1.0542  -0.09
C: 2.7658 -4.4559 -0.1576  -0.17
C: 1.7635 -3.4107 -0.6243  -0.48
O: 1.0602 -3.5641 -1.5970  0.07
N: 1.7406 -2.3145 0.1862  0.12
C: 0.9330 -1.1754 0.1082  -0.21
C: -0.0311 -0.9973 -0.8756  0.04
C: -0.7963 0.1557 -0.9176  -0.14
C: -0.6032 1.1576 0.0375  -0.11
C: 0.3409 0.9659 1.0520  -0.16
C: 1.1007 -0.1866 1.0754  0.02
H: 1.8302 -0.3203 1.8627  0.12
C: 0.4782 2.0333 2.0964  -0.13
C: 0.3202 3.3914 1.4290  -0.08
C: -0.9839 3.4722 0.6632  -0.44
O: -1.6495 4.4868 0.5975  0.07
N: -1.3535 2.3356 0.0068  0.03
C: -2.5265 2.4462 -0.8511  -0.13
C: -3.0288 1.0865 -1.3010  -0.16
C: -1.8759 0.3235 -1.9452  -0.13
H: -2.2015 -0.6528 -2.3051  0.12
H: -1.4960 0.8868 -2.8025  0.13
H: -3.8504 1.2240 -2.0041  0.12
H: -3.4004 0.5228 -0.4427  0.12
H: -3.2914 2.9895 -0.2882  0.13
H: -2.2660 3.0589 -1.7231  0.14
H: 1.1322 3.5504 0.7123  0.14
H: 0.3426 4.2063 2.1526  0.12
H: -0.3048 1.9039 2.8517  0.13
H: 1.4431 1.9607 2.6003  0.12
H: -0.1832 -1.7657 -1.6145  0.11
H: 2.3863 -2.3116 0.9637  0.14
H: 3.7172 -3.9797 0.0891  0.11
H: 2.9266 -5.1525 -0.9805  0.12
H: 2.9257 -5.9822 1.3633  0.07
H: 2.0526 -4.5437 1.8956  0.07
H: 1.2781 -5.6906 0.8022  0.08

2.
DFT (ωB97M-V/def2-TZVPD) results for a single C11H14NP molecule in a non-equilibrium geometry.

Values from the calculation:
* energy above the lowest of the compared OMol25 structures with the same formula, charge and spin: 65.7 kJ/mol
* SMILES: Cc1c(P(C)C)[nH]c2ccccc12
* multiplicity: 1
* LUMO: 0.0298 hartree
* molar mass: 191.21 Da
* orbital gap: 8.11 eV
* E_tot: -22411.462 eV

Each line ends with the Löwdin charge.
Positions of all 27 atoms, in Å:
C: -3.7580 0.2502 0.1314  -0.12
C: -3.6626 -1.1031 -0.0907  -0.12
C: -2.6609 1.0697 0.2917  -0.01
C: -2.4478 -1.6384 -0.2982  -0.03
C: -1.3898 0.4731 0.0944  -0.20
C: -0.1627 1.1394 0.3423  -0.20
C: -1.3089 -0.8602 -0.1718  -0.21
C: 0.7691 -0.0423 0.1670  -0.37
C: 0.2102 2.5082 0.6532  -0.09
C: 3.1545 0.2135 -1.3027  -0.31
C: 2.9268 -1.6175 0.8950  -0.36
N: 0.0426 -1.1244 -0.1349  0.07
P: 2.5678 0.1066 0.5219  0.89
H: -4.8003 0.6219 0.1647  0.11
H: -4.5407 -1.6706 -0.2048  0.09
H: -2.8330 2.2003 0.2850  0.14
H: -2.1768 -2.6147 -0.6888  0.12
H: -0.5056 2.8973 1.3800  0.08
H: 1.1999 2.7446 0.9277  0.04
H: -0.0461 3.1090 -0.3062  0.12
H: 2.5894 -0.3587 -2.0473  0.02
H: 4.2478 0.1601 -1.4702  0.02
H: 2.8469 1.2576 -1.7304  0.06
H: 2.7294 -1.7989 2.0730  0.09
H: 4.0619 -1.7649 0.8052  0.06
H: 2.4010 -2.2581 0.2247  0.00
H: 0.5459 -1.9000 -0.5110  0.13

3.
DFT (ωB97M-V/def2-TZVPD) results for a single C25H29N3O2 molecule.

Values from the calculation:
* energy above the lowest of the compared OMol25 structures with the same formula, charge and spin: 206.5 kJ/mol
* SMILES: O[C@H](COC(c1ccccc1)c1ccccc1)CN1CCN(c2ccccn2)CC1
* multiplicity: 1
* LUMO: 0.0257 hartree
* molar mass: 403.53 Da
* orbital gap: 8.02 eV
* E_tot: -34960.543 eV

Each line ends with the Löwdin charge.
Positions of all 59 atoms, in Å:
O: 3.9285 0.0078 2.2145  -0.02
H: 4.3966 -0.8343 2.2332  0.10
C: 2.6712 -0.1685 1.5970  -0.33
C: 1.9038 1.1614 1.7155  -0.13
N: 0.7124 1.0053 2.5272  -0.16
C: 0.2497 2.2212 3.1642  -0.16
H: -0.4544 1.9297 3.9513  0.13
C: -0.4744 3.1704 2.1902  -0.13
N: -1.5819 2.4787 1.5721  -0.07
C: -2.8717 2.5575 2.0054  -0.29
N: -3.7011 1.6079 1.5524  0.11
C: -4.9793 1.6580 1.8752  -0.16
C: -5.5385 2.6382 2.6722  -0.09
C: -4.6879 3.6305 3.1484  -0.09
C: -3.3518 3.6015 2.8211  -0.02
H: -2.6989 4.3771 3.1874  0.09
H: -5.0712 4.4242 3.7747  0.10
H: -6.5890 2.6330 2.9139  0.09
H: -5.5819 0.8547 1.4682  0.10
C: -1.1376 1.2887 0.8730  -0.14
H: -0.4788 1.5916 0.0531  0.12
C: -0.3887 0.3544 1.8350  -0.15
H: -1.0899 -0.0040 2.5951  0.13
H: 0.0065 -0.4950 1.2811  0.10
H: -2.0118 0.7883 0.4616  0.10
H: 0.2165 3.4792 1.3971  0.12
H: -0.8081 4.0633 2.7142  0.10
H: 1.0978 2.7277 3.6287  0.12
H: 2.5746 1.8628 2.2153  0.13
H: 1.6895 1.5420 0.7076  0.12
C: 2.8615 -0.5911 0.1320  -0.16
O: 1.6021 -0.7468 -0.4681  -0.13
C: 1.6664 -1.0090 -1.8586  -0.26
C: 0.2815 -0.8780 -2.4537  -0.15
C: -0.8465 -1.1759 -1.7037  -0.03
C: -2.1068 -1.0663 -2.2638  -0.07
C: -2.2501 -0.6759 -3.5838  -0.09
C: -1.1266 -0.3907 -4.3411  -0.08
C: 0.1331 -0.4876 -3.7781  -0.03
H: 1.0068 -0.2569 -4.3711  0.11
H: -1.2311 -0.0863 -5.3722  0.10
H: -3.2337 -0.5924 -4.0218  0.10
H: -2.9787 -1.2869 -1.6662  0.11
H: -0.7339 -1.4786 -0.6758  0.10
C: 2.1823 -2.4027 -2.1617  -0.17
C: 3.0299 -2.6300 -3.2365  -0.03
C: 3.4688 -3.9112 -3.5207  -0.08
C: 3.0700 -4.9740 -2.7283  -0.09
C: 2.2276 -4.7517 -1.6519  -0.07
C: 1.7816 -3.4729 -1.3729  -0.02
H: 1.1247 -3.2914 -0.5354  0.12
H: 1.9146 -5.5777 -1.0301  0.10
H: 3.4161 -5.9730 -2.9485  0.10
H: 4.1274 -4.0792 -4.3602  0.10
H: 3.3496 -1.8016 -3.8531  0.11
H: 2.3342 -0.2704 -2.3355  0.16
H: 3.4455 0.1842 -0.3903  0.14
H: 3.4344 -1.5326 0.0850  0.14
H: 2.0989 -0.9470 2.1202  0.15

4.
DFT (ωB97M-V/def2-TZVPD) results for 2 unconnected molecules or ions with the total composition C5H14NS in a non-equilibrium geometry.

Values from the calculation:
* energy above the lowest of the compared OMol25 structures with the same formula, charge and spin: 152.2 kJ/mol
* multiplicity: 1
* LUMO: -0.1492 hartree
* molar mass: 120.24 Da
* orbital gap: 8.57 eV
* E_tot: -17729.702 eV
* charge: +1

Each line ends with the Löwdin charge.
Positions of all 21 atoms, in Å:
C: -0.4845 -0.8613 -0.9741  -0.01
C: 0.1342 1.6014 -0.9467  0.00
C: 2.1540 0.9090 0.8808  -0.02
C: 1.3526 -1.4397 1.0329  0.01
C: 0.3528 0.2157 -0.4307  -0.26
N: 1.3200 -0.1457 0.3719  -0.15
S: -4.1447 -0.1596 0.0267  0.49
H: 0.1254 -1.7332 -1.2404  0.11
H: -1.1213 -0.5160 -1.8535  0.13
H: -1.0858 -1.1562 -0.0860  0.09
H: -0.8617 1.5866 -1.3572  0.08
H: 0.8297 1.8171 -1.7302  0.11
H: 0.1580 2.5908 -0.3848  0.14
H: 2.4240 1.4748 -0.0123  0.10
H: 1.6235 1.4767 1.6707  0.12
H: 3.1504 0.5706 1.4027  0.15
H: 0.2709 -1.6507 1.3605  0.13
H: 1.7727 -2.3603 0.4210  0.16
H: 2.0603 -1.2615 1.7648  0.06
H: -5.3521 -0.7036 -0.1381  -0.20
H: -3.9564 -0.5244 1.2734  -0.24

5.
DFT (ωB97M-V/def2-TZVPD) results for a molecular structure, C41H23MnN9O4S2 in a non-equilibrium geometry.

Values from the calculation:
* energy above the lowest of the compared OMol25 structures with the same formula, charge and spin: 111.0 kJ/mol
* multiplicity: 6
* LUMO (alpha / beta): 0.1561 / 0.1199 hartree
* molar mass: 824.77 Da
* orbital gap (alpha / beta): 4.17 / 4.35 eV
* E_tot: -117484.449 eV
* charge: -2

Each line ends with the Mulliken spin population.
Positions of all 80 atoms, in Å:
Mn: 0.8128 0.2503 0.2000  3.24
C: 1.8986 2.3257 -5.8989  0.02
C: 2.8324 1.2809 -5.9334  0.00
C: 2.9315 0.3813 -4.8941  0.01
C: 2.0862 0.5440 -3.8012  0.00
C: 2.0023 -0.1205 -2.5400  0.06
N: 1.0818 0.5237 -1.7504  0.05
C: 0.4857 1.5143 -2.4928  0.06
N: -0.5484 2.2655 -2.1335  0.10
C: -0.9688 2.3454 -0.8889  0.06
C: -2.0825 3.1465 -0.4315  0.01
C: -3.1207 3.7967 -1.0819  -0.02
C: -4.0534 4.4706 -0.3165  0.04
C: -3.9565 4.5063 1.0737  -0.01
C: -2.9167 3.8823 1.7354  0.03
C: -1.9796 3.1974 0.9781  0.08
C: -0.8002 2.4450 1.3337  0.11
N: -0.1957 2.4932 2.5043  0.04
C: 0.9051 1.8009 2.7661  0.19
N: 1.4358 0.7840 2.0199  0.09
C: 2.4583 0.2062 2.7295  0.19
N: 3.1645 -0.8810 2.4264  0.07
C: 3.1095 -1.5057 1.2917  0.27
N: 2.2355 -1.1199 0.1701  -0.02
C: 2.8788 -1.6541 -1.0230  0.09
N: 2.7588 -1.1708 -2.2216  0.07
C: 3.7177 -2.7131 -0.5848  0.07
C: 4.3063 -3.7595 -1.2904  -0.05
C: 5.0049 -4.7220 -0.5926  0.10
C: 5.1635 -4.6268 0.8001  -0.02
C: 4.6299 -3.5741 1.5157  0.08
C: 3.8639 -2.6201 0.8401  0.01
C: 2.6693 0.9442 3.9363  0.03
C: 3.6098 0.8510 4.9565  0.01
C: 3.5718 1.7958 5.9613  0.03
C: 2.6208 2.8254 5.9601  0.01
C: 1.6663 2.9170 4.9683  0.01
C: 1.6866 1.9674 3.9563  0.03
N: -0.2924 1.8541 0.2043  0.00
C: 1.1280 1.5919 -3.7716  0.01
C: 1.0348 2.4838 -4.8358  -0.01
H: 1.8674 3.0264 -6.7244  0.00
H: 3.4990 1.2001 -6.7849  0.00
H: 3.6591 -0.4173 -4.8942  0.00
H: -3.1972 3.7564 -2.1576  0.00
H: -4.8877 4.9609 -0.7998  0.00
H: -4.7221 5.0226 1.6372  0.00
H: -2.8384 3.9021 2.8127  0.00
H: 4.1712 -3.8053 -2.3621  0.00
H: 5.4203 -5.5757 -1.1155  0.01
H: 5.7181 -5.4008 1.3175  0.00
H: 4.7670 -3.5004 2.5871  0.01
H: 4.3523 0.0648 4.9436  0.00
H: 4.3040 1.7679 6.7606  0.00
H: 2.6441 3.5647 6.7515  0.00
H: 0.9353 3.7137 4.9405  0.00
H: 0.3239 3.2965 -4.8032  0.00
O: -5.9359 1.6136 -0.5819  0.00
S: -5.4038 0.6240 0.3273  0.00
O: -5.9193 0.7059 1.6759  0.00
N: -3.7705 0.5606 0.2605  0.01
C: -3.3679 -0.5543 -0.2793  -0.01
S: -1.7940 -0.9265 -0.7440  0.04
C: -4.4197 -1.5446 -0.5876  0.00
C: -4.2750 -2.8290 -1.0962  0.00
C: -5.4125 -3.5751 -1.3423  0.00
C: -6.6811 -3.0555 -1.1145  0.00
C: -6.8269 -1.7680 -0.6060  0.00
C: -5.6904 -1.0436 -0.3366  0.00
H: -3.2921 -3.2241 -1.2967  0.00
H: -5.3080 -4.5793 -1.7258  0.00
H: -7.5549 -3.6481 -1.3515  0.00
H: -7.8023 -1.3350 -0.4373  0.00
C: -0.2116 -3.7249 -0.1058  0.00
O: 0.7747 -2.7783 -0.4729  -0.01
C: 0.9903 -1.7877 0.4271  -0.24
O: 0.3964 -1.7386 1.5009  0.00
H: -0.2027 -4.4702 -0.9001  0.00
H: -1.1892 -3.2401 -0.0265  0.00
H: 0.0447 -4.1793 0.8577  0.00